No. 1
Formula: C13H33CuN2O5
Source: the OMol25 dataset
Level of theory: ωB97M-V/def2-TZVPD

**HOMO-LUMO gap**: 4.648 eV
**Lowest unoccupied orbital energy**: -0.0401 hartree
**E_tot**: -71864.40050 eV
**Net charge**: 0
**Relative energy (zero: lowest compared OMol25 entry of this formula, charge and spin)**: 516.4 kJ/mol

XYZ file:
```
54
C13H33CuN2O5 | the OMol25 dataset | ωB97M-V/def2-TZVPD
Cu -0.913 -0.827 1.754
C -1.811 -3.937 4.853
O -0.694 -3.663 4.066
H -2.564 -3.178 4.638
H -2.086 -4.971 4.644
H -1.556 -3.878 5.911
C 2.162 0.670 -5.201
O 1.389 0.828 -4.024
C -0.009 1.062 -4.152
C -0.658 1.006 -2.769
N -0.462 -0.229 -2.055
C -0.966 -1.464 -2.698
C -2.561 -1.538 -2.632
O -2.802 -1.503 -1.188
C -4.166 -1.481 -0.905
H 1.940 -0.193 -5.829
H 3.221 0.507 -4.999
H 2.149 1.575 -5.808
H -0.371 0.290 -4.830
H -0.118 2.069 -4.556
H -1.713 1.204 -2.957
H -0.292 1.873 -2.219
H 0.543 -0.308 -2.001
H -0.553 -2.291 -2.121
H -0.790 -1.660 -3.755
H -2.903 -2.449 -3.123
H -3.065 -0.777 -3.228
H -4.166 -1.587 0.179
H -4.640 -2.348 -1.366
H -4.736 -0.602 -1.207
C 4.279 -0.398 -0.260
O 3.843 0.266 0.841
C 3.351 -0.602 1.910
C 2.792 0.459 2.918
N 1.670 1.325 2.398
C 0.902 2.055 3.385
C -0.336 2.718 2.818
O -1.349 1.845 2.251
C -2.519 2.521 1.752
H 3.418 -0.907 -0.692
H 4.986 -1.157 0.076
H 4.837 0.205 -0.977
H 4.100 -1.251 2.364
H 2.584 -1.276 1.528
H 3.590 1.164 3.154
H 2.351 0.055 3.829
H 2.056 1.893 1.657
H 1.492 2.850 3.842
H 0.586 1.312 4.118
H -0.055 3.422 2.034
H -0.789 3.206 3.680
H -2.296 3.134 0.879
H -2.925 3.044 2.618
H -3.378 1.918 1.457
```

No. 2
Formula: C13H33F3LiN3O6S
Source: the OMol25 dataset
Level of theory: ωB97M-V/def2-TZVPD

**2S+1**: 2
**HOMO-LUMO gap (alpha / beta)**: 10.186 / 3.905 eV
**Lowest unoccupied orbital energy (alpha / beta)**: -0.0793 / -0.3101 hartree
**E_tot**: -49955.40013 eV
**Net charge**: +1

XYZ file:
```
60
C13H33F3LiN3O6S | the OMol25 dataset | ωB97M-V/def2-TZVPD
Li 0.450 -0.240 -0.377
C 3.851 2.319 -2.160
F 2.836 3.181 -2.132
F 4.614 2.572 -3.204
F 4.628 2.530 -1.082
S 3.116 0.574 -2.234
O 2.489 0.456 -3.562
O 4.242 -0.348 -2.156
O 2.164 0.361 -1.157
C 1.502 2.556 1.200
C 1.236 1.100 1.693
C 1.483 0.970 3.158
O 2.853 0.895 3.391
C 3.194 0.580 4.729
N -0.176 0.675 1.407
H 1.020 3.263 1.876
H 1.221 2.728 0.161
H 2.573 2.755 1.243
H 1.871 0.386 1.169
H 1.131 0.009 3.535
H 0.916 1.734 3.689
H 4.269 0.685 4.879
H 2.956 -0.432 5.054
H 2.754 1.372 5.335
H -0.745 1.388 1.842
H -0.479 -0.024 2.071
C -1.790 -3.664 0.040
C -1.521 -2.289 0.763
C -2.052 -2.381 2.231
O -1.541 -1.349 2.981
C -2.003 -1.322 4.301
N -0.012 -2.249 0.628
H -1.527 -4.527 0.652
H -1.407 -3.823 -0.968
H -2.864 -3.617 -0.135
H -1.959 -1.410 0.290
H -1.942 -3.384 2.644
H -3.127 -2.218 2.308
H -3.010 -0.935 4.459
H -1.343 -0.637 4.834
H -1.801 -2.301 4.735
H 0.337 -2.726 1.447
H 0.396 -2.870 -0.056
C -0.476 2.151 -2.460
C -1.288 0.869 -2.573
C -1.958 0.702 -3.938
O -2.770 -0.404 -3.867
C -3.622 -0.609 -5.020
N -0.352 -0.187 -2.296
H 0.335 2.243 -3.183
H 0.137 2.249 -1.564
H -1.244 2.917 -2.348
H -2.083 0.765 -1.835
H -1.134 0.579 -4.640
H -2.509 1.574 -4.291
H -4.449 0.098 -4.952
H -4.026 -1.621 -5.050
H -3.039 -0.495 -5.934
H 0.394 -0.094 -2.970
H -0.718 -1.078 -2.600
```

No. 3
Formula: C13H33N2O3OsSi4
Source: the OMol25 dataset
Level of theory: ωB97M-V/def2-TZVPD

**HOMO-LUMO gap**: 7.008 eV
**Lowest unoccupied orbital energy**: -0.1649 hartree
**E_tot**: -57113.84069 eV
**Net charge**: +1
**Relative energy (zero: lowest compared OMol25 entry of this formula, charge and spin)**: 0.0 kJ/mol

XYZ file:
```
56
C13H33N2O3OsSi4 | the OMol25 dataset | ωB97M-V/def2-TZVPD
Os 0.014 1.398 1.252
N -2.065 1.975 1.297
C -2.305 3.108 0.368
C -1.003 3.788 -0.050
O -0.988 4.848 -0.627
N 0.105 3.020 0.230
C 1.420 3.413 -0.245
C 2.490 2.509 0.388
O 3.670 2.592 0.138
O 2.009 1.608 1.238
H -2.686 1.218 1.066
H -2.331 2.267 2.228
H -2.982 3.846 0.797
H -2.767 2.725 -0.539
H 1.624 4.454 0.011
H 1.488 3.326 -1.333
C -2.504 -1.009 2.558
Si -0.693 -0.817 2.134
C 0.032 -2.545 1.910
C 0.339 0.132 3.410
Si 0.245 -0.374 -0.236
Si -1.519 -0.936 -1.745
C -3.168 -0.158 -1.335
C -0.867 -0.292 -3.382
C -1.675 -2.803 -1.726
Si 2.406 -1.056 -0.740
C 3.531 -1.155 0.731
C 2.249 -2.728 -1.560
C 2.972 0.220 -1.978
H -2.599 -1.702 3.393
H -3.062 -1.446 1.726
H -2.995 -0.086 2.857
H -0.166 -3.133 2.810
H 1.111 -2.533 1.751
H -0.433 -3.080 1.079
H -0.156 -0.085 4.358
H 0.437 1.234 3.409
H 1.354 -0.262 3.400
H -3.169 0.916 -1.478
H -3.498 -0.395 -0.320
H -3.925 -0.558 -2.009
H -0.552 0.750 -3.315
H -1.630 -0.353 -4.160
H -0.010 -0.883 -3.714
H -2.055 -3.172 -0.772
H -0.716 -3.284 -1.924
H -2.375 -3.128 -2.498
H 3.241 -1.941 1.431
H 3.589 -0.202 1.260
H 4.532 -1.402 0.369
H 1.805 -3.460 -0.883
H 3.242 -3.095 -1.826
H 1.654 -2.702 -2.474
H 2.984 1.233 -1.572
H 2.354 0.206 -2.877
H 3.997 -0.007 -2.281
```